1.
Molecular formula: C36H48N8O12
Method: DFT, ωB97M-V/def2-TZVPD

Results
SMILES: O=[N+]([O-])c1ccccc1.O=[N+]([O-])c1ccccc1.O=[N+]([O-])c1ccccc1.O=[N+]([O-])c1ccccc1.CN(C)C=O.CN(C)C=O.CN(C)C=O.CN(C)C=O
DFT total energy in eV: -74588.348
Charge: 0
Gap between HOMO and LUMO in eV: 7.74
ΔE to the lowest compared entry with this formula, charge and spin in kJ/mol: 33.06
HOMO level in eV: -8.80

Positions of all 104 atoms, in Å:
O (-1.4737, -1.5581, -5.1377)
O (3.5157, -0.1225, 1.9928)
O (-3.2721, 2.2777, -6.9901)
O (-1.9037, 1.9680, 5.7433)
O (-3.7127, 1.5995, -5.0507)
O (-1.6469, -2.4710, 3.2740)
O (2.0401, 0.0871, 3.6200)
O (-3.8714, 0.2600, -1.6668)
O (1.3972, -5.9713, 1.4081)
O (-1.1692, -4.5266, 3.5487)
O (4.4991, 0.2425, -3.1267)
O (4.3399, -1.3286, -1.5790)
N (-0.3412, -1.9355, -3.1597)
N (-1.6255, -3.5944, 2.7987)
N (-5.5501, 1.7331, -1.1119)
N (2.6774, -4.1724, 1.8608)
N (4.7011, -0.1822, -1.9429)
N (0.1861, 2.1939, 6.6456)
N (2.3647, 0.0845, 2.4184)
N (-3.1042, 2.2867, -5.7697)
C (-0.4042, -2.0508, -1.7057)
C (-2.0020, -5.2225, -0.6004)
C (-6.3787, 2.7911, -1.6817)
C (0.8467, -2.4637, -3.7541)
C (1.7155, -3.1247, 1.6926)
C (-2.9111, -2.9528, 0.7393)
C (-4.8364, 0.9540, -1.9467)
C (-1.6201, 4.2328, -5.8809)
C (-2.8211, -4.3299, -1.2815)
C (1.2881, 0.4209, 1.4458)
C (5.3780, 2.0792, -1.4568)
C (-0.6301, 5.0734, -3.9201)
C (-0.8127, 5.1508, -5.3068)
C (1.5892, 0.7400, 0.1229)
C (2.4948, -5.4990, 1.6831)
C (-0.0310, 0.3730, 1.9072)
C (0.5390, 0.8981, -0.7737)
C (3.9471, -3.7124, 2.4658)
C (-1.6672, -4.9707, 0.7043)
C (-1.4192, -1.5542, -3.9257)
C (-1.1612, 4.0360, -3.1417)
C (-2.0644, -3.8058, 1.3925)
C (6.0232, 3.0188, -0.7295)
C (6.5274, 2.6720, 0.5348)
C (5.3199, 0.7461, -1.0141)
C (-0.8004, 0.9031, -0.3360)
C (-1.0993, 0.5651, 0.9576)
C (1.3419, 3.0526, 6.8871)
C (5.8798, 0.3835, 0.1859)
C (0.3849, 0.7378, 6.8491)
C (-0.9883, 2.6731, 6.1684)
C (6.5254, 1.3485, 0.9915)
C (-1.9442, 3.0353, -3.8048)
C (-3.3038, -3.2235, -0.5578)
C (-5.3556, 1.9151, 0.3484)
C (-2.1785, 3.1717, -5.1682)
H (-5.1443, 1.0192, -3.0017)
H (-0.3801, 0.0446, 7.1988)
H (4.8537, 2.4043, -2.3432)
H (1.5436, -2.6153, 2.6407)
H (-0.3473, -3.1100, -1.4547)
H (1.0911, 0.5708, 7.6624)
H (-1.5477, 1.1621, -1.0714)
H (-0.3926, 5.9233, -5.9338)
H (0.8653, -2.4732, -4.8439)
H (4.4183, -2.9420, 1.8555)
H (0.7807, 0.2809, 5.9421)
H (6.9157, 1.0314, 1.9472)
H (-4.7497, 1.0842, 0.7098)
H (0.4834, -1.5240, -1.3556)
H (-5.9371, 3.7537, -1.4236)
H (-1.7800, -6.1550, -1.0979)
H (-0.0031, 5.8306, -3.4730)
H (0.9998, -3.4775, -3.3840)
H (-1.3235, -1.5556, -1.3929)
H (1.6788, -1.7950, -3.5340)
H (4.6406, -4.5143, 2.7190)
H (3.7056, -3.1238, 3.3509)
H (2.6073, 0.6589, -0.2283)
H (-7.3147, 2.6358, -1.1453)
H (-4.0258, -2.5310, -0.9647)
H (-6.6391, 2.7241, -2.7380)
H (3.4474, -6.0511, 1.6940)
H (-1.7950, 4.2137, -6.9465)
H (-2.3025, 2.1539, -3.2938)
H (2.2997, 2.5963, 6.6375)
H (0.7450, 1.1044, -1.8136)
H (5.9363, 4.0258, -1.1100)
H (-2.2668, -1.2089, -3.3137)
H (-5.0459, 2.9464, 0.5174)
H (-6.3533, 1.7557, 0.7573)
H (1.4656, 3.3152, 7.9378)
H (-3.1945, -1.9920, 1.1428)
H (-3.1426, -4.5427, -2.2903)
H (2.1302, -2.4706, 0.9256)
H (-2.1273, 0.4187, 1.2548)
H (-1.0540, -5.6671, 1.2570)
H (-0.7470, 3.9523, -2.1478)
H (-0.2654, 0.1696, 2.9417)
H (-0.9244, 3.7678, 6.0696)
H (0.8120, -3.5254, 1.2330)
H (6.9639, 3.4551, 1.1370)
H (5.8562, -0.6231, 0.5764)
H (1.1406, 3.9665, 6.3282)

2.
Molecular formula: C36H48N8O2S
Method: DFT, ωB97M-V/def2-TZVPD

Results
SMILES: O=S1(=O)CCCC1.c1cc[nH]c1.c1cc[nH]c1.c1cc[nH]c1.c1cc[nH]c1.c1cc[nH]c1.c1cc[nH]c1.c1cc[nH]c1.c1cc[nH]c1
DFT total energy in eV: -64957.832
Charge: 0
Gap between HOMO and LUMO in eV: 8.58
ΔE to the lowest compared entry with this formula, charge and spin in kJ/mol: 107.79
HOMO level in eV: -8.05

Positions of all 95 atoms, in Å:
S (10.2239, 11.5009, 11.0549)
O (10.1810, 12.0558, 9.7240)
O (9.3931, 12.0925, 12.0803)
N (10.6191, 11.8707, 17.4571)
N (14.5279, 10.6345, 15.7160)
N (15.0457, 9.3512, 11.0802)
N (6.0357, 10.5586, 11.5574)
N (8.2725, 11.5721, 14.8083)
N (8.8075, 8.8793, 7.3431)
N (10.2658, 11.4140, 6.7219)
N (8.2110, 6.5848, 12.5921)
C (11.0294, 12.8808, 16.6420)
C (7.5816, 8.6674, 7.9277)
C (14.9024, 9.3090, 15.4997)
C (4.3630, 9.3025, 12.3703)
C (15.8568, 9.2941, 14.5243)
C (15.1898, 10.4026, 10.1877)
C (9.3117, 6.0606, 13.1347)
C (9.0723, 7.5616, 9.1656)
C (9.2392, 6.3848, 14.5084)
C (8.1214, 7.2006, 14.6782)
C (16.0484, 10.6373, 14.1331)
C (7.2147, 12.0929, 15.4843)
C (12.5880, 12.4184, 18.1158)
C (14.0776, 8.4760, 10.6325)
C (5.4159, 9.9719, 10.4967)
C (10.7841, 10.5042, 5.8570)
C (7.7050, 7.9806, 9.0836)
C (9.0363, 11.5444, 4.9111)
C (13.6249, 9.0084, 9.4793)
C (11.7231, 10.2893, 12.7176)
C (8.6824, 10.4154, 15.3764)
C (7.0343, 11.3505, 16.6149)
C (8.0092, 10.2507, 16.5790)
C (11.5186, 11.6198, 18.4421)
C (4.3440, 9.2364, 10.9891)
C (9.6671, 8.0896, 8.0517)
C (10.0219, 10.5056, 4.7195)
C (9.2320, 12.1022, 6.1314)
C (11.0088, 9.1649, 12.0301)
C (7.4661, 7.3214, 13.4470)
C (15.2210, 11.4657, 14.8248)
C (12.2820, 13.2563, 17.0815)
C (5.3913, 10.1933, 12.6595)
C (14.2733, 10.2705, 9.2137)
C (9.8937, 9.6858, 11.1626)
C (11.8403, 11.3518, 11.5923)
H (9.6175, 9.2116, 10.2341)
H (15.4626, 9.3428, 12.0145)
H (6.7450, 11.2469, 11.4251)
H (10.3137, 13.2873, 15.9327)
H (13.7838, 7.5232, 11.1006)
H (9.0502, 9.2268, 6.4672)
H (10.0042, 6.0113, 15.1971)
H (16.4038, 8.3748, 14.4147)
H (12.7031, 10.1206, 13.0890)
H (8.2025, 9.3301, 17.1552)
H (9.9463, 5.4225, 12.6152)
H (10.6919, 8.0856, 7.8236)
H (12.8086, 8.5024, 8.9212)
H (14.5395, 8.4755, 16.0393)
H (8.7497, 12.8765, 6.6797)
H (6.5736, 7.7806, 13.0389)
H (5.7387, 10.3032, 9.5313)
H (11.5949, 9.7830, 6.1277)
H (9.6242, 6.9356, 9.8839)
H (3.8168, 8.6054, 10.3311)
H (6.7679, 13.0405, 15.2837)
H (8.6612, 11.8772, 13.9381)
H (11.1623, 10.6356, 13.5910)
H (14.9041, 12.5114, 14.8424)
H (12.9224, 13.9796, 16.6561)
H (9.5055, 9.8328, 15.0221)
H (14.2467, 10.9100, 8.3000)
H (10.5662, 8.5598, 12.7489)
H (16.8036, 10.9734, 13.3720)
H (6.8850, 7.6503, 9.7062)
H (6.3613, 11.5020, 17.4555)
H (6.7510, 9.1537, 7.5043)
H (15.9733, 11.1035, 10.4150)
H (13.9378, 10.9940, 16.4418)
H (11.5165, 10.7489, 19.1376)
H (13.4913, 12.3921, 18.6975)
H (5.6828, 10.4373, 13.6723)
H (8.8788, 9.6558, 11.7108)
H (12.4585, 10.8119, 10.8443)
H (10.5706, 11.4778, 7.6648)
H (7.5791, 7.5749, 15.5502)
H (12.1970, 12.3649, 11.8988)
H (10.1709, 9.7446, 3.9905)
H (3.9076, 8.7567, 13.1539)
H (7.9879, 6.5754, 11.6110)
H (11.7467, 8.5990, 11.3920)
H (9.7570, 11.3780, 17.2699)
H (8.3044, 11.9574, 4.2091)

3.
Molecular formula: C36H49FGdN4O2P2S3
Method: DFT, ωB97M-V/def2-TZVPD

Results
DFT total energy in eV: -122826.891
Charge: -1
Gap between HOMO and LUMO (spin up / spin down) in eV: 5.25 / 5.27
Spin multiplicity: 8
HOMO level (spin up / spin down) in eV: -3.90 / -3.93

Positions of all 98 atoms, in Å:
Gd (-0.9487, 0.4623, 0.0501)
S (-1.6522, 3.0324, 0.9754)
S (-3.3935, 1.2172, -1.0774)
S (0.4360, 2.7190, -1.7118)
P (1.6870, 0.2013, 1.4880)
P (1.7312, -0.3570, -1.8942)
F (-1.4312, -0.1847, 1.9066)
O (-1.9924, -3.0151, -2.4514)
O (-1.1886, -1.2589, -1.3323)
N (4.3861, 0.4846, 1.0820)
N (4.2473, 0.7400, -1.6937)
N (-1.2001, 1.6228, -3.5272)
N (-1.7009, 3.7607, -2.8450)
C (-1.2148, -3.2282, 1.1650)
C (3.0785, 1.5117, 3.6591)
C (-4.8920, -1.8946, -2.0643)
C (-3.2104, 2.3786, 1.4366)
C (-0.9146, 2.6886, -2.7387)
C (6.7348, 1.0047, 1.0164)
C (-3.0485, -2.4792, -0.4073)
C (5.4010, 1.0301, -1.0242)
C (2.0989, -1.2378, 2.5435)
C (-3.5963, -2.9407, 1.8877)
C (-3.7380, 2.6319, 2.7200)
C (3.7753, -2.3029, -2.6009)
C (2.0776, 0.2488, -3.5945)
C (-4.4034, -2.2462, -0.6825)
C (7.8255, 1.4245, 0.3075)
C (2.3465, -2.1437, -2.0779)
C (3.1985, 0.3544, -0.9977)
C (-5.9236, -2.5963, 2.7936)
C (-2.9609, 3.7933, -3.5686)
C (-3.9827, 1.6007, 0.5335)
C (-5.3151, -2.3189, 0.3624)
C (2.2547, -2.7974, -0.6968)
C (3.2417, 0.3318, 0.4471)
C (0.6116, 1.6453, 3.5658)
C (1.9977, 2.9144, 1.8861)
C (-5.7412, 1.4090, 2.2062)
C (5.4922, 0.8204, 0.3606)
C (7.7229, 1.6781, -1.0829)
C (-2.0039, -2.2716, -1.4825)
C (-5.2461, 1.1381, 0.9444)
C (-4.9281, -2.6336, 1.6616)
C (-4.9761, 2.1591, 3.1051)
C (1.8869, 1.6254, 2.7074)
C (-2.6501, -2.8688, 0.8696)
C (6.5377, 1.4836, -1.7370)
C (1.3889, -2.8541, -3.0409)
H (0.5082, 0.7254, 4.1505)
H (3.1359, -1.1672, 2.8696)
H (1.4294, -1.2394, 3.4053)
H (-5.9495, -2.1469, -2.1632)
H (-0.7309, -3.6727, 0.2955)
H (1.5221, -2.4937, -4.0651)
H (2.9444, 2.9600, 1.3390)
H (-5.5869, -3.2000, 3.6394)
H (-3.2717, -3.2191, 2.8877)
H (-0.7110, 0.7705, -3.2971)
H (6.4350, 1.6541, -2.8027)
H (4.0279, 1.4007, 3.1409)
H (-1.5682, 4.4120, -2.0879)
H (4.0449, -3.3655, -2.5469)
H (1.1786, 3.0221, 1.1737)
H (-4.3286, -2.4278, -2.8283)
H (3.1113, 2.4289, 4.2592)
H (0.6835, 2.4854, 4.2675)
H (8.7747, 1.5713, 0.8096)
H (-0.6457, -2.3476, 1.4739)
H (-5.8262, 0.5471, 0.2437)
H (-6.3646, -2.1138, 0.1562)
H (2.9585, 0.6727, 4.3505)
H (0.3389, -2.7364, -2.7733)
H (-6.0506, -1.5680, 3.1476)
H (1.4086, -0.2616, -4.2899)
H (1.8830, 1.3176, -3.6361)
H (1.6174, -3.9277, -3.0412)
H (3.1130, 0.0644, -3.8718)
H (-2.1653, 1.4743, -3.7809)
H (-5.3493, 2.3695, 4.1011)
H (-4.7738, -0.8220, -2.2375)
H (1.9537, 3.7761, 2.5613)
H (4.5112, -1.7454, -2.0216)
H (-0.2963, 1.7779, 2.9825)
H (3.8634, -1.9964, -3.6456)
H (-3.7144, 3.1831, -3.0662)
H (-1.1661, -3.9469, 1.9850)
H (3.0219, -2.4094, -0.0205)
H (1.2744, -2.6316, -0.2434)
H (2.4064, -3.8796, -0.7855)
H (-6.7171, 1.0345, 2.4954)
H (-3.1376, 3.2144, 3.4097)
H (-3.2992, 4.8249, -3.6272)
H (-2.8198, 3.4344, -4.5896)
H (1.9483, -2.1655, 1.9939)
H (8.5931, 2.0224, -1.6291)
H (-6.9036, -2.9617, 2.4771)
H (6.7832, 0.8188, 2.0835)